Here is C48H62N6O2Sn as an isolated structure from the Open Molecules 2025 dataset. Energies are from ωB97M-V/def2-TZVPD.

Structure (ORCA input):
```
! wB97M-V def2-TZVPD RIJCOSX def2/J DEFGRID3
* xyz 0 1
Sn 0.0839 -0.0530 -0.0496
C -3.4266 -2.1311 -4.6064
C -3.5224 -3.0484 -3.3853
C -3.0441 -2.3773 -2.1370
C -3.7845 -1.7904 -1.1591
C -5.2732 -1.7406 -1.0303
C -5.8235 -2.8826 -0.1758
C -2.8448 -1.2423 -0.2048
C -3.2096 -0.6384 0.9832
C -2.3452 -0.1941 1.9705
C -2.7566 0.2205 3.2905
C -4.1706 0.2453 3.7746
C -4.6743 -1.1372 4.1909
C -1.6166 0.4895 3.9864
C -0.5175 0.2495 3.0835
C 0.8195 0.3854 3.4079
C 1.8888 0.0619 2.5924
N 1.7992 -0.4420 1.3250
C 3.0809 -0.6712 0.9130
C 3.4479 -1.2301 -0.3000
C 2.5821 -1.7182 -1.2604
N 1.2211 -1.6296 -1.2097
C 0.7491 -2.3547 -2.2657
C -0.5850 -2.5829 -2.5505
C -1.6598 -2.1645 -1.7835
N -1.5652 -1.4830 -0.6118
C 1.8483 -2.8842 -3.0367
C 2.9902 -2.4802 -2.4163
C 4.4026 -2.8176 -2.7732
C 4.9479 -3.9929 -1.9606
C 1.7139 -3.6948 -4.2861
C 1.5248 -2.8156 -5.5235
C 4.0106 -0.3291 1.9572
C 3.2675 0.1457 2.9971
C 3.7461 0.5798 4.3463
C 3.7371 -0.5646 5.3603
C 5.4973 -0.5045 1.8972
C 6.2088 0.5706 1.0747
N -0.9884 -0.1509 1.8701
C -1.4718 0.8850 5.4204
C -1.0821 -0.2886 6.3208
H -3.7676 -2.6388 -5.5091
H -2.4004 -1.7969 -4.7663
H -4.0378 -1.2390 -4.4636
H -2.9475 -3.9619 -3.5612
H -4.5580 -3.3673 -3.2480
H -5.7204 -1.7788 -2.0265
H -5.5725 -0.7797 -0.6060
H -5.5997 -3.8482 -0.6311
H -6.9046 -2.8019 -0.0583
H -5.3708 -2.8782 0.8170
H -4.2681 -0.5497 1.1839
H -4.8180 0.6543 2.9947
H -4.2502 0.9323 4.6198
H -5.7118 -1.0934 4.5231
H -4.0715 -1.5383 5.0064
H -4.6102 -1.8411 3.3603
H 1.0490 0.7558 4.3974
H 4.5058 -1.3738 -0.4740
H -0.8086 -3.1458 -3.4461
H 5.0415 -1.9409 -2.6338
H 4.4538 -3.0574 -3.8377
H 4.8970 -3.7871 -0.8908
H 5.9859 -4.2034 -2.2205
H 4.3600 -4.8924 -2.1467
H 2.5994 -4.3224 -4.4091
H 0.8703 -4.3827 -4.1919
H 0.6260 -2.2039 -5.4303
H 1.4353 -3.4191 -6.4272
H 2.3696 -2.1370 -5.6466
H 3.1254 1.4015 4.7109
H 4.7566 0.9866 4.2580
H 2.7346 -0.9822 5.4609
H 4.0674 -0.2257 6.3426
H 4.3955 -1.3718 5.0370
H 5.7350 -1.4913 1.4907
H 5.8953 -0.4987 2.9139
H 5.9098 0.5285 0.0256
H 7.2912 0.4469 1.1140
H 5.9717 1.5664 1.4553
H -2.4133 1.3140 5.7704
H -0.7273 1.6811 5.5102
H -1.8519 -1.0606 6.3020
H -0.9497 0.0358 7.3533
H -0.1517 -0.7479 5.9844
C 0.8145 5.1720 2.5875
O 1.8216 4.9463 1.5985
C 1.8815 3.6688 1.1566
O 1.1921 2.7755 1.5760
N 2.8119 3.5814 0.1667
N 3.1304 2.3317 -0.3511
H 0.8637 6.2323 2.8174
H 1.0152 4.5780 3.4786
H -0.1684 4.9083 2.1988
H 3.4017 4.3823 0.0016
H 4.0093 1.9940 0.0180
H 3.1528 2.3689 -1.3607
C -1.1309 0.7937 -3.1749
C -0.7877 1.9918 -2.2944
C 0.5796 2.5230 -2.7594
C -0.8850 1.6210 -0.8125
C -1.8268 3.1087 -2.4430
C -1.5975 4.3433 -1.8309
C -2.5210 5.3713 -1.9056
C -3.7094 5.1941 -2.6010
C -3.9517 3.9782 -3.2168
C -3.0206 2.9499 -3.1385
H -0.3515 0.0353 -3.0772
H -1.1852 1.0701 -4.2320
H -2.0784 0.3396 -2.8796
H 1.2950 1.6976 -2.7421
H 0.9554 3.3038 -2.0982
H 0.5329 2.9219 -3.7777
H -0.4683 2.4309 -0.2037
H -0.6826 4.4969 -1.2727
H -2.3135 6.3154 -1.4167
H -4.4346 5.9953 -2.6618
H -4.8727 3.8227 -3.7647
H -3.2417 2.0115 -3.6271
*
```

- E_HOMO: -5.88 eV
- M: 873.78 g mol⁻¹
- Lowest unoccupied orbital energy: -0.82 eV

Atomic partial charges in e from the Löwdin method, atoms 1 to 4: 1.392 -0.082 -0.187 -0.128

Here is C48H63AsGe2N3O8Si4TeTi as an isolated structure from the Open Molecules 2025 dataset. Energies are from ωB97M-V/def2-TZVPD.

Structure (ORCA input):
```
! wB97M-V def2-TZVPD RIJCOSX def2/J DEFGRID3
* xyz 1 1
Ti 0.2027 0.4130 -0.4434
O -0.5071 -1.2116 0.0056
As 0.3263 -2.7043 -0.3368
C 2.0313 -3.1178 0.4052
C 2.8806 -2.2473 1.0703
C 4.1170 -2.7035 1.4965
C 4.5095 -4.0149 1.2542
C 3.6643 -4.8805 0.5741
C 2.4220 -4.4354 0.1453
C -0.9209 -3.9861 0.3504
C -2.2497 -3.7378 0.0060
C -3.2563 -4.5538 0.4977
C -2.9365 -5.6286 1.3206
C -1.6132 -5.8747 1.6604
C -0.6007 -5.0469 1.1886
C 0.1886 -2.8594 -2.2322
C -0.8468 -2.1644 -2.8518
C -1.0975 -2.3803 -4.1994
C -0.3274 -3.2903 -4.9117
C 0.7085 -3.9753 -4.2863
C 0.9711 -3.7655 -2.9419
H 2.6111 -1.2276 1.2418
H 4.7814 -2.0212 2.0137
H 5.4825 -4.3619 1.5884
H 3.9703 -5.8974 0.3671
H 1.7854 -5.1069 -0.4123
H -2.5030 -2.9106 -0.6406
H -4.2900 -4.3481 0.2435
H -3.7222 -6.2728 1.7013
H -1.3635 -6.7045 2.3110
H 0.4134 -5.2232 1.5061
H -1.4439 -1.4572 -2.3091
H -1.9002 -1.8409 -4.6879
H -0.5354 -3.4686 -5.9597
H 1.3162 -4.6781 -4.8468
H 1.8010 -4.2736 -2.4691
O 5.5466 2.5613 -5.2440
N 4.5545 2.9895 -4.6891
O 4.0673 4.0916 -4.8724
C 3.8631 2.0910 -3.7291
C 2.7040 2.5211 -3.1290
C 2.0737 1.6700 -2.2640
C 2.5497 0.3808 -1.9446
O 1.8858 -0.3282 -1.0213
C 3.7085 -0.0160 -2.6294
C 4.3629 0.8352 -3.5002
N 4.3104 -1.3707 -2.5014
O 3.6079 -2.2730 -2.0976
O 5.4918 -1.4815 -2.7677
N 0.7886 2.0676 -1.7328
O -0.1453 1.0094 -2.0860
O 0.8210 2.0930 -0.2761
H 2.2995 3.4979 -3.3490
H 5.2539 0.5014 -4.0076
C -2.2127 5.9094 -3.8720
Si -1.1917 4.5756 -3.0763
C 0.3835 5.3359 -2.4354
C -0.8807 3.2723 -4.3613
Si -2.3746 3.9381 -1.1683
Te -2.1808 1.7186 0.0989
Si -2.7009 5.7130 0.2994
C -3.9620 6.8459 -0.4702
C -3.4218 5.0232 1.8747
C -1.1748 6.7441 0.5676
Si -4.4868 3.0982 -1.8502
C -4.1096 1.7420 -3.0835
C -5.6288 2.4875 -0.5197
C -5.3362 4.4775 -2.7668
H -1.5787 6.4982 -4.5473
H -2.6542 6.5967 -3.1370
H -3.0283 5.4771 -4.4637
H 1.0887 5.5360 -3.2545
H 0.8699 4.6862 -1.6975
H 0.1641 6.2939 -1.9442
H -0.0161 3.5606 -4.9740
H -1.7478 3.1861 -5.0265
H -0.6931 2.2889 -3.9347
H -4.9547 6.3806 -0.5147
H -3.6825 7.1495 -1.4892
H -4.0407 7.7553 0.1414
H -4.5197 5.0573 1.8219
H -3.1039 5.6124 2.7447
H -3.1314 3.9802 2.0413
H -1.2137 7.6197 -0.0941
H -0.2394 6.2153 0.3679
H -1.1468 7.1001 1.6046
H -3.3380 1.0589 -2.7102
H -3.7393 2.1806 -4.0208
H -5.0095 1.1516 -3.3094
H -5.1797 1.7035 0.0999
H -6.5310 2.0837 -0.9961
H -5.9276 3.3087 0.1470
H -4.7309 4.8425 -3.6071
H -5.5599 5.3326 -2.1164
H -6.2904 4.1005 -3.1692
C 0.8626 2.5680 5.0407
Ge 0.6893 2.6410 3.1002
C -0.1868 4.2988 2.6173
C 2.4990 2.6478 2.3324
Ge -0.6364 0.8016 2.1419
C 0.3559 -0.7924 2.8339
C 1.6028 -0.5841 3.4270
C 2.2307 -1.5989 4.1469
C 1.6069 -2.8317 4.2919
C 0.3594 -3.0439 3.7105
C -0.2565 -2.0381 2.9761
C -2.3270 0.4302 3.0574
C -3.2491 -0.4635 2.5073
C -4.4392 -0.7463 3.1672
C -4.7309 -0.1256 4.3791
C -3.8248 0.7675 4.9317
C -2.6257 1.0427 4.2758
H 1.5719 3.3544 5.3324
H 1.2374 1.6046 5.3945
H -0.0980 2.7713 5.5295
H 0.4691 5.1472 2.8374
H -1.1214 4.4205 3.1713
H -0.4093 4.2910 1.5496
H 2.7502 3.6681 2.0294
H 2.5824 2.0135 1.4554
H 3.2294 2.3183 3.0757
H 2.1081 0.3662 3.3331
H 3.2045 -1.4210 4.5937
H 2.0912 -3.6255 4.8524
H -0.1509 -3.9924 3.8456
H -1.2314 -2.2233 2.5531
H -3.0444 -0.9498 1.5626
H -5.1419 -1.4484 2.7345
H -5.6609 -0.3436 4.8920
H -4.0476 1.2532 5.8761
H -1.9227 1.7401 4.7225
*
```

- Relative energy (zero: lowest compared OMol25 entry of this formula, charge and spin): 98.26 kJ/mol
- E_HOMO: -10.31 eV
- M: 1318.00 g mol⁻¹
- Lowest unoccupied orbital energy: -4.17 eV

Atomic partial charges in e from the Löwdin method, atoms 1 to 4: 0.629 -0.581 1.366 -0.293

Q: Which of these has the lowest E_HOMO?
A: C48H63AsGe2N3O8Si4TeTi

Q: Among the records above, which one has the lowest M?
A: C48H62N6O2Sn